Model one:
Formula: C2HNO3S
Source: the OMol25 dataset
Level of theory: wB97M-V/def2-TZVPD

The geometry in XYZ format:
```
8
Properties=species:S:1:pos:R:3
C -0.75425 -0.63479 1.00664
C -0.06538 0.40593 -1.91199
N 0.00620 0.29942 0.30294
O -0.32978 -1.64405 1.44537
O -1.06384 0.58765 -2.42325
O 2.42623 1.05333 -0.04952
S 1.55397 0.18746 0.68834
H -1.77315 -0.25495 0.94146
```

The total charge is 0. The HOMO-LUMO gap is 8.625 eV.


Model two:
Formula: C2HNO3S
Source: the OMol25 dataset
Level of theory: wB97M-V/def2-TZVPD

The geometry in XYZ format:
```
8
Properties=species:S:1:pos:R:3
O 1.20412 -1.17272 -1.39232
C 1.27851 -0.39629 -0.48334
N 1.29644 -0.47634 0.88727
O 1.39582 0.77151 0.10156
H 0.40816 -0.46363 1.31892
O -1.42914 1.43803 -0.97112
C -1.80414 0.67565 -0.20388
S -2.34977 -0.37619 0.74290
```

The total charge is 0. The HOMO-LUMO gap is 11.374 eV. Its SMILES is O=C1NO1.O=C=S.


Model three:
Formula: C2HNO3S
Source: the OMol25 dataset
Level of theory: wB97M-V/def2-TZVPD

The geometry in XYZ format:
```
8
Properties=species:S:1:pos:R:3
O 0.02522 1.19468 1.69666
C -0.48503 0.23429 1.22649
N -1.13420 -0.94779 1.25061
O -0.80566 -0.38884 -0.02755
H -0.65699 -1.79291 1.37707
O -0.05792 1.05433 -2.26799
C 0.88398 0.61940 -1.87473
S 2.23060 0.02683 -1.38055
```

The total charge is 0. The HOMO-LUMO gap is 10.878 eV. Its SMILES is O=C1NO1.O=C=S.


Relative stability in kcal/mol, measured from the most stable structure: model one 0.0; model two 3.1; model three 7.0


Model one:
Formula: C2H13N2O2
Source: the OMol25 dataset
Level of theory: wB97M-V/def2-TZVPD

The geometry in XYZ format:
```
19
Properties=species:S:1:pos:R:3
C 1.77458 1.27332 -0.14846
N 2.06880 0.36417 -1.30842
C 0.71067 0.59377 0.71073
N -0.45260 0.07757 -0.20845
H 1.43911 2.26193 -0.43935
H 2.66266 1.20844 0.47765
H 2.19909 0.85188 -2.18604
H 3.00589 0.04038 -1.14118
H 0.21968 1.26833 1.40652
H 1.00978 -0.31649 1.21489
H -0.32277 -0.92798 -0.25837
H -1.44066 0.21486 -0.03913
H -0.24522 0.44952 -1.13170
H -3.76623 0.17373 -1.04610
H -3.22825 -0.84743 -2.03297
O -2.96501 -0.08107 -1.49889
H -1.32490 -1.87217 3.11141
H -0.32662 -2.68199 2.30639
O -1.01800 -2.05077 2.21148
```

The total charge is +1. The HOMO-LUMO gap is 11.210 eV.


Model two:
Formula: C2H13N2O2
Source: the OMol25 dataset
Level of theory: wB97M-V/def2-TZVPD

The geometry in XYZ format:
```
19
Properties=species:S:1:pos:R:3
N 0.43587 0.81893 0.73944
C -0.77208 -0.01610 0.82244
C -0.81203 -0.99202 -0.37490
N -1.19160 -2.34338 0.05152
H 1.34637 0.25689 0.45103
H 0.25484 1.54606 0.01016
H 0.59051 1.30942 1.64794
H -0.91581 -0.56283 1.76794
H -1.61783 0.69761 0.67734
H -1.43569 -0.76400 -1.22571
H 0.21579 -1.19502 -0.66122
H -1.49106 -2.48387 1.01330
H -1.96987 -2.65302 -0.52051
H 3.58987 0.02667 0.50229
H 2.65825 -1.21924 0.66253
O 2.71720 -0.32833 0.28524
H -1.46701 2.00576 -1.90648
H -0.35113 3.11245 -1.82408
O -0.78070 2.39097 -1.35576
```

The total charge is +1. The HOMO-LUMO gap is 9.704 eV.


Relative stability in kcal/mol, measured from the most stable structure: model one 0.0; model two 5.1


Model one:
Formula: C2H13N2O2
Source: the OMol25 dataset
Level of theory: wB97M-V/def2-TZVPD

The geometry in XYZ format:
```
19
Properties=species:S:1:pos:R:3
N -0.14353 -0.33478 -0.17864
C 0.53791 -1.67187 -0.02413
C 1.74590 -1.77393 -0.93936
N 1.31918 -1.94149 -2.31606
H -0.38390 -0.25214 -1.16926
H -1.06265 -0.34097 0.29345
H 0.42534 0.47606 0.07274
H 0.64932 -1.90154 1.03591
H -0.19641 -2.37915 -0.41056
H 2.36379 -0.87363 -0.84662
H 2.36790 -2.59804 -0.61347
H 1.34277 -1.09125 -2.85533
H 1.79669 -2.66863 -2.82661
H -0.56581 5.85722 2.03845
H -0.09709 6.22266 3.40723
O -0.58257 5.52997 2.94474
H -3.34158 -0.75067 1.21499
H -3.37092 0.60450 0.43445
O -2.80434 -0.11230 0.73807
```

The total charge is +1. The HOMO-LUMO gap is 10.382 eV.


Model two:
Formula: C2H13N2O2
Source: the OMol25 dataset
Level of theory: wB97M-V/def2-TZVPD

The geometry in XYZ format:
```
19
Properties=species:S:1:pos:R:3
C -0.67660 -0.77374 1.65716
N 0.30043 0.15795 2.19785
C -1.15784 -0.30183 0.27952
N 0.03235 0.10075 -0.52233
H -0.33307 -1.78868 1.69817
H -1.57098 -0.82012 2.26484
H 1.10271 -0.34608 2.56861
H -0.04870 0.65953 3.00090
H -1.76737 -1.00409 -0.27537
H -1.72471 0.60150 0.51106
H -0.18301 0.71605 -1.30941
H 0.50904 -0.78603 -0.73354
H 0.70062 0.69510 -0.02820
H 3.18337 -1.08936 -0.57961
H 2.40698 -2.37757 -0.59713
O 2.29998 -1.43228 -0.77410
H -1.77398 2.79047 -2.15914
H -0.96177 1.98582 -3.17068
O -1.14115 2.06104 -2.22596
```

The total charge is +1. The HOMO-LUMO gap is 11.032 eV.


Model three:
Formula: C2H13N2O2
Source: the OMol25 dataset
Level of theory: wB97M-V/def2-TZVPD

The geometry in XYZ format:
```
19
Properties=species:S:1:pos:R:3
N 0.19980 0.16654 -0.21818
C -0.21821 1.35107 -1.12409
C -0.48851 0.72044 -2.45435
N -1.68513 -0.14039 -2.37488
H -0.33124 -0.65248 -0.52840
H 1.22560 0.02070 -0.21056
H -0.15439 0.28464 0.72696
H -1.06471 1.78282 -0.59336
H 0.62382 2.03765 -1.12582
H -0.45505 1.47990 -3.25510
H 0.30882 0.04507 -2.78105
H -2.45837 0.40418 -1.99285
H -1.96030 -0.30397 -3.33531
H -0.08481 -1.56890 5.89925
H -0.50582 -0.19226 5.90204
O 0.00181 -0.79013 5.35961
H 1.79288 -1.83592 1.15851
H 3.01469 -1.62976 0.31865
O 2.23911 -1.17920 0.62893
```

The total charge is +1. The HOMO-LUMO gap is 10.938 eV.


Relative stability in kcal/mol, measured from the most stable structure: model one 10.6; model two 0.0; model three 14.7